Entry 1:
Molecular formula: C27H50FO14P3
Method: DFT, wB97M-V/def2-TZVPD

Bonds (Å) are listed after each position.
Positions of all 95 atoms, in Å:
1 C 11.1658 -4.0949 2.3662  C2 1.507, H24 1.085, H25 1.088, H26 1.089
2 C 11.4353 -2.9479 1.4274  C1 1.507, O3 1.192, O4 1.361
3 O 11.6198 -1.8445 1.8400  C2 1.192
4 O 11.4671 -3.1877 0.0879  C2 1.361, C5 1.434
5 C 10.2193 -3.6140 -0.4748  O4 1.434, C6 1.540, H27 1.092, H28 1.088
6 C 9.3810 -2.4358 -1.0045  C5 1.540, C7 1.526, H29 1.090, H30 1.090
7 C 8.0254 -2.2381 -0.3317  C6 1.526, C8 1.532, H31 1.092, H32 1.093
8 C 8.0935 -2.0861 1.1911  C7 1.532, C9 1.500, H33 1.091, H34 1.088
9 C 6.7524 -2.2546 1.8414  C8 1.500, C10 1.335, C22 1.497
10 C 6.4775 -3.2953 2.6310  C9 1.335, C11 1.478, H35 1.081
11 C 5.1180 -3.3488 3.2073  C10 1.478, O12 1.206, C13 1.507
12 O 4.8730 -3.7131 4.3302  C11 1.206
13 C 4.0199 -2.8566 2.3008  C11 1.507, C14 1.506, C18 1.346
14 C 2.7200 -3.6143 2.3658  C13 1.506, C15 1.551, H36 1.092, H37 1.083
15 C 2.9577 -5.1421 2.4857  C14 1.551, C16 1.526, H38 1.085, H39 1.092
16 C 3.9823 -5.6714 1.4859  C15 1.526, F17 1.401, H40 1.089, H41 1.092
17 F 5.1252 -6.1208 2.1597  C16 1.401
18 C 4.2817 -1.7880 1.5261  C13 1.346, P19 1.844, C22 1.506
19 P 3.0839 -1.0333 0.3450  C18 1.844, O20 1.638, O21 1.631
20 O 1.6242 -1.1131 1.0834  P19 1.638, H42 0.969
21 O 3.4611 0.5527 0.3782  P19 1.631, H43 0.969
22 C 5.6793 -1.2343 1.6196  C9 1.497, C18 1.506, O23 1.206
23 O 5.9495 -0.0642 1.5080  C22 1.206
24 H 11.9963 -4.2152 3.0541  C1 1.085
25 H 10.2656 -3.9088 2.9489  C1 1.088
26 H 10.9850 -5.0029 1.7933  C1 1.089
27 H 9.6352 -4.2338 0.2093  C5 1.092
28 H 10.4854 -4.2546 -1.3128  C5 1.088
29 H 10.0005 -1.5416 -0.9402  C6 1.090
30 H 9.2151 -2.6242 -2.0653  C6 1.090
31 H 7.3361 -3.0398 -0.6054  C7 1.092
32 H 7.6066 -1.3082 -0.7243  C7 1.093
33 H 8.4924 -1.1146 1.4857  C8 1.091
34 H 8.7344 -2.8710 1.5879  C8 1.088
35 H 7.2014 -4.0743 2.8240  C10 1.081
36 H 2.2294 -3.3190 3.2961  C14 1.092
37 H 2.0837 -3.4562 1.5038  C14 1.083
38 H 3.1818 -5.4489 3.5018  C15 1.085
39 H 2.0060 -5.6058 2.2196  C15 1.092
40 H 3.5967 -6.5270 0.9326  C16 1.089
41 H 4.2864 -4.9173 0.7565  C16 1.092
42 H 1.6828 -0.8800 2.0221  O20 0.969
43 H 3.3852 0.8713 1.2898  O21 0.969
44 O -5.0333 3.0328 0.9320  P45 1.483
45 P -4.0146 2.0014 1.2457  O44 1.483, O46 1.632, O49 1.634, O52 1.611
46 O -4.3110 1.7244 2.8260  P45 1.632, C47 1.428
47 C -5.5333 1.0921 3.2061  O46 1.428, C48 1.518, H55 1.095, H56 1.090
48 C -5.4694 -0.4167 3.0480  C47 1.518, H57 1.092, H58 1.091, H59 1.090
49 O -2.6601 2.9073 1.3733  P45 1.634, C50 1.431
50 C -2.4952 4.0988 0.5975  O49 1.431, C51 1.513, H60 1.090, H61 1.093
51 C -2.6879 5.3223 1.4662  C50 1.513, H62 1.090, H63 1.091, H64 1.091
52 O -3.1796 0.6305 1.1112  P45 1.611, C53 1.455
53 C -2.4412 0.3830 -0.1177  O52 1.455, C54 1.511, H65 1.093, H66 1.090
54 C -0.9587 0.4690 0.1617  C53 1.511, H67 1.089, H68 1.089, H69 1.087
55 H -6.3653 1.5087 2.6288  C47 1.095
56 H -5.6985 1.3494 4.2520  C47 1.090
57 H -5.3950 -0.7008 1.9966  C48 1.092
58 H -6.3654 -0.8827 3.4605  C48 1.091
59 H -4.5937 -0.8170 3.5579  C48 1.090
60 H -3.1767 4.1131 -0.2532  C50 1.090
61 H -1.4777 4.0814 0.1991  C50 1.093
62 H -3.6772 5.3205 1.9233  C51 1.090
63 H -2.5721 6.2359 0.8812  C51 1.091
64 H -1.9566 5.3298 2.2754  C51 1.091
65 H -2.7369 1.0834 -0.9026  C53 1.093
66 H -2.7030 -0.6203 -0.4524  C53 1.090
67 H -0.6523 1.5010 0.3285  C54 1.089
68 H -0.3845 0.0769 -0.6771  C54 1.089
69 H -0.7041 -0.0902 1.0588  C54 1.087
70 O -5.5348 2.6941 -3.4256  P71 1.475
71 P -6.9613 3.0404 -3.2793  O70 1.475, O72 1.601, O75 1.634, O78 1.600
72 O -7.6432 2.0656 -2.2086  P71 1.601, C73 1.439
73 C -7.1865 2.1183 -0.8453  O72 1.439, C74 1.516, H81 1.087, H82 1.091
74 C -7.8292 3.2639 -0.0890  C73 1.516, H83 1.091, H84 1.088, H85 1.091
75 O -7.6356 2.4763 -4.6566  P71 1.634, C76 1.428
76 C -6.8491 2.2627 -5.8297  O75 1.428, C77 1.513, H86 1.090, H87 1.093
77 C -6.6055 0.7844 -6.0405  C76 1.513, H88 1.090, H89 1.091, H90 1.091
78 O -7.9896 4.2598 -3.1520  P71 1.600, C79 1.448
79 C -7.8850 5.3480 -4.1017  O78 1.448, C80 1.512, H91 1.093, H92 1.090
80 C -9.0766 5.3246 -5.0321  C79 1.512, H93 1.089, H94 1.090, H95 1.090
81 H -6.1026 2.1965 -0.8201  C73 1.087
82 H -7.4640 1.1702 -0.3820  C73 1.091
83 H -7.4966 4.2273 -0.4777  C74 1.091
84 H -7.5658 3.2199 0.9656  C74 1.088
85 H -8.9144 3.2232 -0.1915  C74 1.091
86 H -5.9072 2.8084 -5.7772  C76 1.090
87 H -7.4161 2.6694 -6.6716  C76 1.093
88 H -6.0977 0.3502 -5.1793  C77 1.090
89 H -5.9979 0.6132 -6.9305  C77 1.091
90 H -7.5539 0.2585 -6.1575  C77 1.091
91 H -6.9477 5.2920 -4.6609  C79 1.093
92 H -7.8756 6.2741 -3.5275  C79 1.090
93 H -9.0101 4.4940 -5.7327  C80 1.089
94 H -9.1307 6.2512 -5.6046  C80 1.090
95 H -9.9992 5.1977 -4.4663  C80 1.090

Properties
LUMO energy: -1.1 eV
SMILES string: CC(=O)OCCCCC1=CC(=O)C(CCCF)=C(P(O)O)C1=O.CCOP(=O)(OCC)OCC.CCOP(=O)(OCC)OCC
energy: -3236.19706 hartree
highest occupied orbital energy: -0.338 Ha
orbital gap: 8.099 eV

---

Entry 2:
Molecular formula: C27H51B2I3N5O16P3S
Method: DFT, wB97M-V/def2-TZVPD

Bonds (Å) are listed after each position.
Positions of all 108 atoms, in Å:
1 C 1.4956 7.3580 1.5775  O2 1.418, H38 1.088, H39 1.088, H40 1.087
2 O 1.3590 6.1955 0.7780  C1 1.418, C3 1.403
3 C 0.7464 5.1228 1.4438  O2 1.403, C4 1.521, H41 1.091, H42 1.082
4 C 0.2679 4.1427 0.3830  C3 1.521, C5 1.561, O10 1.463, C30 1.602
5 C 1.4363 3.9257 -0.6292  C4 1.561, P6 1.808, H43 1.084, H44 1.083
6 P 3.2000 3.7557 -0.2679  C5 1.808, O7 1.461, O8 1.601, O9 1.613
7 O 3.9875 4.5020 -1.2468  P6 1.461
8 O 3.5411 4.1261 1.2524  P6 1.601, H45 0.964
9 O 3.5495 2.1850 -0.3855  P6 1.613, H46 0.963
10 O -0.5864 4.9478 -0.4901  C4 1.463, S11 1.590
11 S -1.9858 5.6603 -0.2394  O10 1.590, O12 1.438, O13 1.654
12 O -1.8098 6.7596 0.6713  S11 1.438
13 O -2.6938 4.5323 0.7411  S11 1.654, C14 1.408
14 C -2.9265 3.2373 0.2400  O13 1.408, O15 1.393, P19 1.973, C22 1.595
15 O -3.4624 3.3000 -1.0438  C14 1.393, B16 1.408
16 B -4.7116 3.8401 -1.4067  O15 1.408, O17 1.354, O18 1.371
17 O -5.8556 3.1182 -1.3587  B16 1.354, H47 0.966
18 O -4.7722 5.1308 -1.8658  B16 1.371, H48 0.964
19 P -4.4602 2.5992 1.3043  C14 1.973, O20 1.624, I21 2.467
20 O -5.0152 4.1102 1.5158  P19 1.624, H49 0.968
21 I -3.9951 2.0088 3.6539  P19 2.467
22 C -1.6183 2.3360 0.1031  C14 1.595, O23 1.425, P27 1.911, C30 1.598
23 O -1.1460 2.4608 -1.2353  C22 1.425, B24 1.402
24 B -0.7579 1.4652 -2.1433  O23 1.402, O25 1.384, O26 1.376
25 O -1.6370 1.1413 -3.1625  B24 1.384, H50 0.963
26 O 0.5189 0.9519 -2.1737  B24 1.376, H51 0.971
27 P -1.9061 0.4472 0.0630  C22 1.911, O28 1.613, I29 2.475
28 O -2.1996 0.0128 1.5880  P27 1.613, H52 0.972
29 I -4.0817 -0.0986 -0.9842  P27 2.475
30 C -0.3817 2.8130 0.9955  C4 1.602, C22 1.598, C31 1.545, C34 1.551
31 C -0.8625 2.9375 2.4580  C30 1.545, C32 1.551, H53 1.085, H54 1.084
32 C 0.0056 3.3227 3.6837  C31 1.551, N33 1.480, H55 1.088, H56 1.085
33 N 1.4413 2.9659 3.7153  C32 1.480, H57 1.010, H58 1.012
34 C 0.7500 1.7526 0.9668  C30 1.551, C35 1.523, H59 1.088, H60 1.084
35 C 0.6595 0.3513 1.5566  C34 1.523, O36 1.183, I37 2.162
36 O 0.7613 -0.5900 0.8474  C35 1.183
37 I 0.4568 -0.2195 3.6324  C35 2.162
38 H 1.4718 7.1241 2.6403  C1 1.088
39 H 0.7114 8.0675 1.3207  C1 1.088
40 H 2.4558 7.8099 1.3426  C1 1.087
41 H -0.1070 5.4614 2.0325  C3 1.091
42 H 1.4585 4.6721 2.1219  C3 1.082
43 H 1.4391 4.7768 -1.3003  C5 1.084
44 H 1.2107 3.0891 -1.2793  C5 1.083
45 H 4.1711 3.5184 1.6559  O8 0.964
46 H 3.5255 1.7079 0.4509  O9 0.963
47 H -5.6950 2.1659 -1.3769  O17 0.966
48 H -4.0030 5.3168 -2.4158  O18 0.964
49 H -5.7100 4.0878 2.1889  O20 0.968
50 H -2.0121 1.9434 -3.5415  O25 0.963
51 H 1.0707 1.5701 -2.6802  O26 0.971
52 H -1.8167 -0.8647 1.7536  O28 0.972
53 H -1.2955 1.9681 2.6792  C31 1.085
54 H -1.7132 3.6051 2.5292  C31 1.084
55 H -0.4953 2.8846 4.5447  C32 1.088
56 H -0.0856 4.3903 3.8537  C32 1.085
57 H 1.6346 2.3809 4.5159  N33 1.010
58 H 2.0016 3.7971 3.8510  N33 1.012
59 H 1.5874 2.2216 1.4798  C34 1.088
60 H 1.0847 1.5377 -0.0411  C34 1.084
61 C 2.1366 -0.3926 -5.7769  C62 1.525, H66 1.091, H67 1.089, H68 1.091
62 C 2.2210 0.7743 -6.7548  C61 1.525, C63 1.535, H69 1.091, H70 1.091
63 C 2.9951 1.9730 -6.1887  C62 1.535, C64 1.456, H71 1.090, H72 1.091
64 C 2.3585 2.4864 -4.9839  C63 1.456, N65 1.148
65 N 1.8594 2.8643 -4.0220  C64 1.148
66 H 1.5957 -0.1175 -4.8698  C61 1.091
67 H 1.6091 -1.2314 -6.2293  C61 1.089
68 H 3.1314 -0.7369 -5.4888  C61 1.091
69 H 1.2146 1.0934 -7.0303  C62 1.091
70 H 2.7160 0.4526 -7.6719  C62 1.091
71 H 3.0458 2.7823 -6.9175  C63 1.090
72 H 4.0169 1.6871 -5.9353  C63 1.091
73 C 0.2231 -4.0377 1.0676  C74 1.525, H78 1.092, H79 1.090, H80 1.092
74 C 0.1317 -5.0358 2.2166  C73 1.525, C75 1.532, H81 1.089, H82 1.090
75 C -1.3044 -5.2729 2.6932  C74 1.532, C76 1.459, H83 1.091, H84 1.092
76 C -1.9151 -4.0398 3.1773  C75 1.459, N77 1.149
77 N -2.3829 -3.0508 3.5291  C76 1.149
78 H -0.1320 -3.0498 1.3676  C73 1.092
79 H 1.2556 -3.9213 0.7394  C73 1.090
80 H -0.3665 -4.3678 0.2100  C73 1.092
81 H 0.7326 -4.6885 3.0551  C74 1.089
82 H 0.5491 -5.9925 1.9038  C74 1.090
83 H -1.3148 -6.0022 3.5039  C75 1.091
84 H -1.9220 -5.6603 1.8805  C75 1.092
85 C 3.8631 -7.9103 1.9246  C86 1.524, H90 1.091, H91 1.089, H92 1.091
86 C 3.7712 -8.9191 3.0634  C85 1.524, C87 1.534, H93 1.091, H94 1.091
87 C 2.3337 -9.1277 3.5559  C86 1.534, C88 1.459, H95 1.090, H96 1.091
88 C 1.7583 -7.8853 4.0611  C87 1.459, N89 1.149
89 N 1.3176 -6.8919 4.4331  C88 1.149
90 H 3.5268 -6.9223 2.2425  C85 1.091
91 H 4.8923 -7.8125 1.5815  C85 1.089
92 H 3.2537 -8.2201 1.0738  C85 1.091
93 H 4.3930 -8.5895 3.8971  C86 1.091
94 H 4.1637 -9.8819 2.7338  C86 1.091
95 H 2.3022 -9.8663 4.3572  C87 1.090
96 H 1.7019 -9.4898 2.7431  C87 1.091
97 C -1.5740 -3.3338 -1.7385  C98 1.521, H102 1.091, H103 1.091, H104 1.093
98 C -2.3470 -3.6096 -3.0194  C97 1.521, C99 1.534, H105 1.091, H106 1.091
99 C -3.2377 -4.8537 -2.9131  C98 1.534, C100 1.460, H107 1.090, H108 1.091
100 C -2.4534 -6.0540 -2.6357  C99 1.460, N101 1.149
101 N -1.8168 -6.9833 -2.4101  C100 1.149
102 H -0.8893 -4.1496 -1.5027  C97 1.091
103 H -0.9794 -2.4244 -1.8367  C97 1.091
104 H -2.2544 -3.2008 -0.8937  C97 1.093
105 H -1.6490 -3.7326 -3.8492  C98 1.091
106 H -2.9775 -2.7515 -3.2580  C98 1.091
107 H -3.7890 -5.0148 -3.8399  C99 1.090
108 H -3.9653 -4.7310 -2.1089  C99 1.091

Properties
LUMO energy: -0.2 eV
energy: -4902.38709 hartree
highest occupied orbital energy: -0.311 Ha
orbital gap: 8.261 eV

---

Entry 3:
Molecular formula: C27H51BO6
Method: DFT, wB97M-V/def2-TZVPD

Bonds (Å) are listed after each position.
Positions of all 85 atoms, in Å:
1 C 4.8052 -3.6397 1.6989  C2 1.526, H25 1.089, H26 1.084, H27 1.086
2 C 4.2824 -2.4583 0.8864  C1 1.526, C3 1.534, H28 1.087, H29 1.088
3 C 4.6797 -2.5751 -0.5911  C2 1.534, C4 1.526, H30 1.087, H31 1.087
4 C 4.8389 -1.2172 -1.2688  C3 1.526, C5 1.537, C6 1.504, H32 1.084
5 C 5.5530 -1.3290 -2.6255  C4 1.537, H33 1.083, H34 1.085, H35 1.087
6 C 3.4982 -0.5707 -1.4848  C4 1.504, C7 1.346, C23 1.501
7 C 2.5010 -1.1234 -2.1999  C6 1.346, C8 1.475, H36 1.079
8 C 1.1986 -0.4657 -2.4174  C7 1.475, O9 1.228, C10 1.493
9 O 0.3140 -1.0494 -3.0378  C8 1.228
10 C 1.0144 0.9135 -1.8758  C8 1.493, O11 1.355, C18 1.350
11 O -0.1376 1.5676 -2.1602  C10 1.355, C12 1.452
12 C -1.1646 1.4619 -1.1395  O11 1.452, C13 1.511, H37 1.087, H38 1.086
13 C -2.1811 0.4010 -1.4938  C12 1.511, C14 1.534, C15 1.544, H39 1.089
14 C -2.7488 0.6428 -2.8983  C13 1.534, H40 1.083, H41 1.083, H42 1.087
15 C -3.2329 0.2307 -0.3766  C13 1.544, C16 1.547, C17 1.524, H43 1.088
16 C -3.6835 -1.2488 -0.3669  C15 1.547, H44 1.086, H45 1.084, H46 1.088
17 C -4.4634 1.1156 -0.5404  C15 1.524, H47 1.086, H48 1.087, H49 1.085
18 C 2.0040 1.4950 -1.1651  C10 1.350, B19 1.585, C23 1.476
19 B 1.8973 2.9751 -0.6091  C18 1.585, O20 1.356, C21 1.580
20 O 0.9143 3.2437 0.2851  B19 1.356, H50 0.958
21 C 2.9165 4.0631 -1.1311  B19 1.580, C22 1.540, H51 1.088, H52 1.087
22 C 3.1842 3.8708 -2.6357  C21 1.540, H53 1.086, H54 1.084, H55 1.087
23 C 3.2582 0.7756 -0.8663  C6 1.501, C18 1.476, O24 1.230
24 O 4.0945 1.2718 -0.1134  C23 1.230
25 H 4.2273 -4.5336 1.4708  C1 1.089
26 H 5.8485 -3.8497 1.4902  C1 1.084
27 H 4.6919 -3.4802 2.7673  C1 1.086
28 H 3.2029 -2.3949 0.9946  C2 1.087
29 H 4.6985 -1.5461 1.3089  C2 1.088
30 H 3.9363 -3.1827 -1.1005  C3 1.087
31 H 5.6289 -3.1041 -0.6316  C3 1.087
32 H 5.4431 -0.5845 -0.6284  C4 1.084
33 H 6.5467 -1.7482 -2.5226  C5 1.083
34 H 4.9464 -1.9103 -3.3125  C5 1.085
35 H 5.6384 -0.3303 -3.0470  C5 1.087
36 H 2.6278 -2.0870 -2.6683  C7 1.079
37 H -1.6513 2.4336 -1.1071  C12 1.087
38 H -0.6917 1.2655 -0.1820  C12 1.086
39 H -1.6408 -0.5419 -1.5567  C13 1.089
40 H -2.0604 0.2086 -3.6121  C14 1.083
41 H -3.7140 0.1698 -3.0305  C14 1.083
42 H -2.8353 1.7114 -3.0764  C14 1.087
43 H -2.7526 0.4558 0.5740  C15 1.088
44 H -4.7378 -1.3281 -0.1208  C16 1.086
45 H -3.0768 -1.8632 0.2884  C16 1.084
46 H -3.5973 -1.6182 -1.3861  C16 1.088
47 H -4.2373 2.1778 -0.5697  C17 1.086
48 H -5.1303 0.9263 0.2971  C17 1.087
49 H -5.0229 0.8389 -1.4277  C17 1.085
50 H 0.9829 4.1135 0.6803  O20 0.958
51 H 3.8590 3.8787 -0.6201  C21 1.088
52 H 2.5672 5.0727 -0.9293  C21 1.087
53 H 2.2665 3.6755 -3.1833  C22 1.086
54 H 3.6955 4.7257 -3.0628  C22 1.084
55 H 3.8211 3.0052 -2.7978  C22 1.087
56 C -1.6961 -5.8403 0.3068  C57 1.519, H61 1.091, H62 1.090, H63 1.091
57 C -0.9356 -4.6440 0.8533  C56 1.519, O58 1.415, H64 1.091, H65 1.096
58 O -1.6929 -3.8391 1.7371  C57 1.415, C59 1.415
59 C -2.1528 -4.4718 2.9159  O58 1.415, C60 1.519, H66 1.096, H67 1.090
60 C -1.0389 -4.9843 3.8133  C59 1.519, H68 1.091, H69 1.090, H70 1.091
61 H -2.6426 -5.5213 -0.1312  C56 1.091
62 H -1.1050 -6.3419 -0.4596  C56 1.090
63 H -1.9181 -6.5717 1.0858  C56 1.091
64 H -0.6597 -3.9843 0.0297  C57 1.091
65 H -0.0010 -4.9638 1.3290  C57 1.096
66 H -2.8546 -5.2772 2.6711  C59 1.096
67 H -2.7233 -3.7089 3.4459  C59 1.090
68 H -0.4949 -5.8112 3.3541  C60 1.091
69 H -1.4520 -5.3435 4.7561  C60 1.090
70 H -0.3218 -4.1896 4.0229  C60 1.091
71 C -1.9196 3.5877 3.2066  C72 1.520, H76 1.091, H77 1.091, H78 1.091
72 C -2.0127 3.6455 1.6908  C71 1.520, O73 1.415, H79 1.088, H80 1.098
73 O -3.3278 3.4958 1.1895  C72 1.415, C74 1.415
74 C -4.2600 4.4816 1.5916  O73 1.415, C75 1.519, H81 1.096, H82 1.090
75 C -3.8954 5.8891 1.1504  C74 1.519, H83 1.091, H84 1.090, H85 1.091
76 H -2.4041 2.6860 3.5826  C71 1.091
77 H -0.8744 3.5817 3.5182  C71 1.091
78 H -2.4014 4.4459 3.6785  C71 1.091
79 H -1.4443 2.8224 1.2627  C72 1.088
80 H -1.5607 4.5701 1.3095  C72 1.098
81 H -4.4155 4.4439 2.6757  C74 1.096
82 H -5.2029 4.1893 1.1292  C74 1.090
83 H -3.0014 6.2555 1.6579  C75 1.091
84 H -4.7099 6.5767 1.3788  C75 1.090
85 H -3.7032 5.9147 0.0770  C75 1.091

Properties
LUMO energy: -1.2 eV
SMILES string: CCC[C@@H](C)C1=CC(=O)C(OC[C@H](C)C(C)C)=C(B(O)CC)C1=O.CCOCC.CCOCC
energy: -1535.66984 hartree
highest occupied orbital energy: -0.354 Ha
orbital gap: 8.410 eV

---

The lowest energy belongs to which entry? C27H51B2I3N5O16P3S

---

highest occupied orbital energy of number 2 (C27H51B2I3N5O16P3S)? -0.311 Ha

---

Which of these has the lowest orbital gap? C27H50FO14P3